22
Properties=species:S:1:pos:R:3 method="wB97M-V/def2-TZVPD" s2=12.015 lumo_energy_ev="-2.1 / -2.0" multiplicity=7 total_energy_ev=-89517.60803 total_charge=-1 orbital_gap_ev="3.730 / 3.906"
V -12.60 3.91 7.80
V -9.73 5.24 2.59
O -9.68 5.64 6.03
O -13.52 6.97 9.66
O -14.52 7.51 7.90
O -6.17 3.58 3.55
O -10.89 5.00 4.39
O -13.83 6.31 2.06
O -8.08 7.96 5.09
O -6.93 7.82 3.21
O -13.20 5.87 0.16
O -11.91 5.59 1.77
O -8.22 3.83 3.79
O -11.76 5.38 6.24
O -13.98 5.44 8.24
O -7.48 2.04 4.32
O -8.75 6.93 3.44
N -7.88 7.64 3.90
N -10.76 5.37 5.58
N -13.94 6.68 8.60
N -7.25 3.15 3.95
N -13.05 5.87 1.35



82
Properties=species:S:1:pos:R:3 method="wB97M-V/def2-TZVPD" lumo_energy_ev=3.7 relative_energy_kcal_mol=24.5 total_energy_ev=-77108.23676 total_charge=-2 orbital_gap_ev=4.730
Cs 10.33 11.69 12.04
S 8.55 11.95 6.84
F 11.67 15.17 16.44
F 6.61 13.17 16.69
F 7.83 13.96 18.86
F 10.58 14.38 14.16
O 9.30 15.32 8.61
O 12.81 13.85 11.22
N 10.81 14.67 10.28
N 8.92 8.85 9.88
N 8.36 12.21 9.37
N 9.58 8.68 12.66
N 6.64 10.71 13.51
N 7.69 6.85 10.12
N 8.11 13.30 14.05
N 8.29 6.89 12.90
C 7.63 8.91 9.21
C 8.89 7.56 10.63
C 6.98 7.78 9.34
C 6.36 12.00 12.89
C 13.24 15.44 6.35
C 9.81 14.54 17.70
C 9.88 14.16 15.32
C 11.25 8.89 10.07
C 10.45 14.56 16.48
C 9.37 8.47 13.99
C 12.45 9.47 9.81
C 8.99 11.59 8.46
C 8.55 7.40 14.18
C 8.94 7.75 12.02
C 11.41 11.23 8.54
C 14.03 14.59 8.49
C 6.36 13.80 9.48
C 11.68 15.06 8.11
C 6.13 10.49 14.87
C 8.54 14.04 17.65
C 12.72 14.64 8.93
C 5.44 14.52 8.76
C 12.56 10.62 9.00
C 14.25 15.06 7.20
C 6.09 9.75 12.59
C 7.27 12.91 7.43
C 8.57 13.61 15.24
C 5.49 14.50 7.30
C 10.08 9.47 9.57
C 10.13 10.67 8.76
C 7.33 12.99 8.82
C 7.90 13.61 16.54
C 11.92 15.46 6.81
C 10.43 15.03 9.02
C 6.45 13.75 6.67
C 12.14 14.33 10.28
C 6.74 13.21 13.77
H 5.02 10.72 14.79
H 8.26 6.88 15.07
H 6.63 9.74 11.63
H 14.86 14.30 9.15
H 9.76 9.09 14.77
H 13.43 15.69 5.30
H 5.29 12.06 12.68
H 4.77 15.01 6.69
H 6.57 11.23 15.57
H 7.52 6.36 12.58
H 13.54 11.05 8.69
H 4.98 9.84 12.41
H 13.39 8.87 10.01
H 10.39 14.68 18.60
H 7.90 6.07 9.51
H 5.98 7.57 9.08
H 11.52 12.06 7.86
H 6.47 13.66 5.54
H 6.39 13.84 10.55
H 15.28 15.03 6.79
H 6.05 13.17 14.63
H 4.69 15.08 9.32
H 11.08 15.80 6.22
H 7.40 9.76 8.50
H 6.90 11.97 11.95
H 6.40 9.48 15.19
H 6.38 14.04 13.22
H 6.21 8.74 13.02
H 11.17 7.99 10.64



127
Properties=species:S:1:pos:R:3 method="wB97M-V/def2-TZVPD" s2=6.012 lumo_energy_ev="-2.1 / -2.4" multiplicity=5 total_energy_ev=-89676.15509 total_charge=+1 orbital_gap_ev="8.208 / 7.901"
Cr 10.84 15.78 -4.62
O 14.58 17.32 -7.23
O 16.97 17.72 -1.68
O 11.79 16.36 -2.87
O 11.47 18.39 -7.65
O 7.25 13.57 -3.20
O 10.04 18.90 3.32
O 11.05 17.81 -4.18
O 13.45 15.31 2.98
O 10.38 23.43 -1.54
N 13.69 18.51 3.44
N 15.38 20.53 -1.57
N 13.58 22.87 0.21
N 12.54 15.85 -5.89
N 9.66 16.74 -6.34
N 10.97 14.41 1.38
N 8.88 15.74 -3.62
C 11.63 17.57 -3.12
C 14.78 15.26 3.40
C 12.21 23.28 0.18
C 11.30 18.38 3.71
C 13.33 14.36 1.99
C 12.29 14.69 0.92
C 9.68 20.04 4.16
C 10.39 17.80 -8.38
C 7.11 14.63 -2.25
C 15.70 18.17 -7.51
C 8.93 15.65 -8.30
C 10.02 16.49 -7.70
C 15.84 17.61 -2.53
C 12.02 24.56 0.96
C 15.84 19.23 0.56
C 8.54 15.39 -2.27
C 16.34 19.88 -0.73
C 6.22 12.65 -3.41
C 17.36 19.05 -1.67
C 14.31 14.60 -4.70
C 11.81 23.49 -1.33
C 13.94 15.90 -5.42
C 10.02 22.82 -2.79
C 12.08 18.72 -2.19
C 12.37 19.46 1.70
C 8.50 16.79 -1.50
C 12.48 19.29 3.18
C 12.35 19.11 -8.44
C 14.90 16.17 -6.57
C 12.16 16.22 0.51
H 13.02 19.78 -7.89
H 12.51 16.63 -6.54
H 15.91 16.22 -6.16
H 9.48 18.40 -8.32
H 12.84 20.36 1.31
H 13.97 23.18 1.09
H 8.32 15.00 -4.02
H 10.45 21.87 -3.11
H 15.31 14.34 3.63
H 8.48 14.88 -7.67
H 9.21 15.29 -9.29
H 16.51 19.54 1.36
H 13.71 17.66 2.90
H 6.08 12.02 -2.54
H 6.68 12.09 -4.22
H 12.56 24.40 1.90
H 13.04 16.63 0.03
H 8.65 20.31 3.91
H 15.96 20.89 -2.32
H 9.42 17.36 -1.63
H 15.05 21.27 -0.97
H 14.07 13.84 -5.44
H 8.66 16.74 -6.49
H 13.01 18.43 -8.98
H 11.28 16.37 -0.13
H 14.92 15.31 -7.24
H 15.01 18.19 -2.14
H 13.73 18.12 4.37
H 10.75 14.90 2.24
H 11.35 18.13 4.77
H 16.93 20.70 -0.34
H 16.39 18.22 -6.67
H 13.06 13.38 2.39
H 7.64 17.33 -1.89
H 5.28 13.06 -3.78
H 9.34 14.85 -1.75
H 18.25 18.94 -1.05
H 11.19 19.28 -1.92
H 9.56 19.58 5.14
H 10.17 23.58 -3.55
H 8.24 16.50 -3.81
H 12.57 25.37 0.48
H 12.64 18.66 1.01
H 10.84 15.77 -7.82
H 11.01 13.42 1.61
H 12.30 14.03 0.06
H 11.38 17.41 3.23
H 14.95 15.65 4.41
H 12.60 18.33 -1.32
H 16.14 17.96 -3.52
H 12.72 15.11 -6.55
H 11.63 22.44 0.57
H 8.13 16.34 -8.56
H 15.55 16.56 -2.53
H 6.94 14.25 -1.24
H 11.00 24.85 1.22
H 10.50 17.65 -9.46
H 13.80 14.43 -3.75
H 8.97 22.58 -2.65
H 12.56 20.25 3.68
H 15.57 18.18 0.48
H 12.13 24.51 -1.55
H 11.89 16.79 1.40
H 6.27 15.30 -2.40
H 14.00 16.78 -4.78
H 16.23 17.72 -8.35
H 15.42 19.18 -7.80
H 13.46 21.87 0.24
H 15.38 14.52 -4.54
H 14.22 14.07 1.42
H 14.89 19.70 0.80
H 17.70 19.36 -2.66
H 9.83 17.73 -6.25
H 12.46 22.90 -1.98
H 11.92 19.65 -9.28
H 11.32 19.43 1.41
H 8.43 16.54 -0.44
H 12.77 19.34 -2.76
H 10.36 20.89 4.21
H 15.36 15.87 2.71